(1)
Here is a cluster of 10 separate species, C38H89BF4NO22P3S5 in total in a non-equilibrium geometry from the OMol25 dataset. Energies are from ωB97M-V with the def2-TZVPD basis set.

For the calculated total energy, the calculation gives -180987.13396 eV. The calculation puts the strongest force on any atom at 2.534 eV/A. For the relative energy (zero: lowest compared OMol25 entry of this formula, charge and spin), the calculation gives 2.0862 eV.

```
! RIJCOSX wB97M-V def2-TZVPD def2/J DEFGRID3
* xyz 0 1
S -10.397 -35.922 19.677
S -14.825 -30.475 24.318
S -10.480 -41.174 23.302
S -6.238 -34.125 27.762
S -5.696 -32.610 20.825
P -9.500 -30.524 22.371
P -3.852 -40.421 25.239
P -14.584 -33.979 28.858
F -8.369 -35.567 24.042
F -10.458 -34.708 24.220
F -10.108 -37.034 24.211
F -9.625 -35.773 26.053
O -3.876 -41.964 24.764
O -14.164 -32.923 27.933
O -13.748 -35.360 28.844
O -9.579 -34.758 19.405
O -7.594 -33.697 27.411
O -2.441 -39.946 24.726
O -5.161 -31.701 21.817
O -8.379 -30.555 21.254
O -9.596 -28.957 22.617
O -14.641 -29.783 23.074
O -6.238 -32.130 19.566
O -14.594 -33.652 30.413
O -4.141 -40.219 26.676
O -11.798 -35.759 20.024
O -9.324 -31.298 23.622
O -9.857 -42.471 23.093
O -5.911 -34.365 29.151
O -10.811 -40.356 22.161
O -16.085 -34.471 28.590
O -15.047 -29.864 25.614
O -4.872 -39.665 24.268
O -10.843 -30.881 21.586
N -9.685 -32.679 25.862
C -16.082 -31.817 24.067
C -9.976 -40.091 25.771
C -11.473 -40.179 25.543
C -16.475 -35.143 27.388
C -15.342 -33.099 24.396
C -10.581 -28.524 23.553
C -6.348 -35.252 21.003
C -13.974 -33.017 23.762
C -4.595 -33.423 25.738
C -11.259 -32.202 21.275
C -11.852 -41.203 24.454
C -16.441 -36.638 27.657
C -10.190 -37.262 18.429
C -4.796 -35.157 20.955
C -1.221 -40.653 24.995
C -5.716 -35.453 26.643
C -8.859 -37.994 20.384
C -9.876 -28.168 24.877
C -3.534 -44.228 25.536
C -9.556 -36.793 21.003
C -13.342 -33.610 31.112
C -13.476 -31.679 24.398
C -5.610 -38.531 24.756
C -7.150 -28.876 20.065
C -13.521 -32.971 32.485
C -12.802 -35.581 27.758
C -12.379 -32.097 20.285
C -8.400 -29.789 20.055
C -5.963 -37.674 23.550
C -5.122 -32.849 27.078
C -4.350 -33.756 20.521
C -0.947 -41.718 23.943
C -9.795 -38.495 19.269
C -9.417 -40.138 24.348
C -4.412 -42.972 25.618
C -12.367 -37.025 27.825
C -6.838 -33.881 21.536
C -5.375 -34.708 25.385
B -9.637 -35.811 24.644
H -4.970 -38.000 25.457
H -3.946 -33.739 19.512
H -10.607 -27.921 25.647
H -3.484 -44.506 24.482
H -11.472 -32.830 22.145
H -16.296 -31.813 22.994
H -1.820 -41.892 23.322
H -9.525 -39.151 23.888
H -5.364 -43.255 25.157
H -11.949 -34.915 27.880
H -12.759 -40.955 23.915
H -17.476 -34.802 27.124
H -3.529 -33.615 25.836
H -10.332 -32.393 26.591
H -0.395 -39.940 25.010
H -12.515 -31.294 24.060
H -9.418 -39.276 18.612
H -9.231 -29.080 20.054
H -3.947 -45.109 26.022
H -6.694 -36.098 21.588
H -8.953 -36.093 21.581
H -13.127 -37.651 27.355
H -15.320 -33.161 25.486
H -12.999 -34.642 31.240
H -9.257 -27.289 24.699
H -16.972 -36.900 28.570
H -4.770 -32.762 24.889
H -1.222 -40.970 26.043
H -11.399 -29.212 23.778
H -15.876 -34.940 26.498
H -9.618 -39.156 26.193
H -13.700 -31.912 32.303
H -10.369 -32.665 20.827
H -4.600 -42.660 26.642
H -9.585 -40.991 26.251
H -7.121 -28.307 20.993
H -6.596 -36.093 26.597
H -7.196 -28.260 19.167
H -9.579 -31.969 25.104
H -6.782 -35.330 20.005
H -12.133 -37.305 28.851
H -12.048 -40.433 26.438
H -9.263 -29.011 25.193
H -7.836 -33.521 21.302
H -13.327 -31.800 25.476
H -7.985 -37.603 19.855
H -8.602 -38.665 21.198
H -2.563 -43.929 25.933
H -5.034 -37.278 23.140
H -0.597 -42.668 24.342
H -12.635 -33.082 19.891
H -11.816 -42.171 24.953
H -17.027 -31.648 24.577
H -8.399 -30.470 19.208
H -9.339 -36.991 17.794
H -6.478 -38.274 22.793
H -8.395 -40.419 24.085
H -4.811 -35.841 27.111
H -5.719 -31.942 27.133
H -11.116 -27.623 23.251
H -13.202 -31.527 20.719
H -10.742 -38.838 19.694
H -8.758 -32.897 26.245
H -6.548 -38.861 25.204
H -4.312 -32.765 27.799
H -15.867 -34.033 24.172
H -4.762 -35.279 24.687
H -10.978 -37.308 17.681
H -16.978 -37.150 26.851
H -6.242 -29.478 20.062
H -6.280 -34.416 24.849
H -11.911 -39.211 25.280
H -6.727 -36.907 23.696
H -12.634 -33.121 33.096
H -14.069 -32.996 22.677
H -12.632 -33.114 30.445
H -4.386 -35.423 21.932
H -11.468 -37.208 27.232
H -13.337 -33.838 24.088
H -14.373 -33.407 33.003
H -6.621 -33.770 22.600
H -0.172 -41.318 23.287
H -13.300 -35.407 26.804
H -10.065 -33.568 25.461
H -12.090 -31.569 19.373
H -15.425 -37.022 27.607
H -3.560 -33.464 21.210
H -4.386 -35.943 20.318
H -10.325 -37.039 21.740
*
```

---

(2)
Here is a cluster of 8 separate species, C38H92NO10P in total in a non-equilibrium geometry from the OMol25 dataset. Energies are from ωB97M-V with the def2-TZVPD basis set.

For the calculated total energy, the calculation gives -72152.43857 eV. The calculation puts the strongest force on any atom at 2.597 eV/A.

```
! RIJCOSX wB97M-V def2-TZVPD def2/J DEFGRID3
* xyz 0 1
P 3.354 2.863 -0.317
O -0.970 4.685 -0.155
O -1.650 -4.035 -1.351
O 0.446 0.359 -1.876
O -5.839 3.181 2.336
O 1.923 2.838 -0.655
O -3.112 3.075 -5.661
O 1.836 2.238 2.551
O 3.622 2.909 1.275
O 4.981 6.607 -1.978
O -5.615 -0.824 -2.088
N 3.594 0.742 2.213
C -0.695 0.827 -2.596
C -1.653 5.050 2.141
C 3.935 -1.758 4.024
C 4.540 -6.896 2.610
C 4.966 -0.698 3.644
C 5.871 -6.139 2.871
C -0.699 -5.433 1.624
C -4.335 1.579 3.345
C 1.921 -7.964 1.822
C -0.273 1.446 -3.921
C 0.532 -8.530 1.530
C 5.871 -5.153 4.048
C -0.344 6.759 0.832
C 5.391 -3.764 3.595
C -4.123 4.046 3.806
C 3.895 8.350 -3.255
C -5.073 4.419 -5.305
C -4.701 0.273 -2.063
C 4.343 0.678 3.483
C -1.483 1.812 -1.747
C -4.497 2.983 2.783
C 3.979 7.629 -1.919
C -5.054 1.285 -3.141
C -0.057 -6.216 0.474
C 0.042 -4.132 1.966
C -4.376 3.425 -6.221
C 1.969 -7.046 3.032
C 2.905 1.955 2.050
C 2.644 7.027 -1.518
C -1.405 5.675 0.776
C -2.552 -4.476 -3.553
C 3.316 -6.310 3.298
C -1.907 -2.149 -2.847
C -1.598 -3.633 -2.721
C -4.214 3.971 -7.631
C -0.335 -7.716 0.540
C 4.562 -3.015 4.637
C -4.682 0.922 -0.689
H 5.233 -2.742 5.448
H -6.417 3.088 3.098
H 1.001 1.122 -1.673
H -3.089 3.933 4.136
H -2.316 -5.536 -3.451
H -3.582 -4.334 -3.212
H -0.591 7.569 1.520
H -3.719 -0.153 -2.274
H -0.020 -8.715 2.447
H -4.992 1.430 4.206
H 4.310 8.327 -1.150
H 5.296 -5.506 4.895
H -4.492 5.342 -5.226
H -0.868 2.678 -1.503
H 4.660 -7.928 2.938
H -1.306 -0.056 -2.794
H -2.573 3.867 -5.578
H -4.945 2.496 -6.254
H 1.205 -6.280 2.976
H 4.836 -3.841 2.662
H 0.998 -5.977 0.375
H -0.060 -3.925 3.030
H 4.863 8.771 -3.524
H -2.544 -3.878 -1.033
H 3.748 -3.645 4.984
H -1.215 -1.560 -2.245
H 4.005 1.730 -0.837
H -4.774 3.977 4.681
H -5.049 0.813 -4.124
H -1.372 -7.807 0.865
H 2.328 -7.489 0.936
H 6.267 -3.157 3.375
H 1.102 -4.189 1.744
H -2.401 4.260 2.068
H 5.423 -0.953 2.688
H -1.998 5.793 2.861
H 0.386 2.304 -3.756
H 0.684 -9.515 1.091
H 3.160 9.156 -3.224
H -1.782 1.351 -0.804
H 3.645 0.851 4.296
H -4.609 0.837 2.595
H -3.868 3.095 1.898
H -6.070 4.671 -5.670
H -5.669 1.322 -0.437
H 4.715 5.988 -2.664
H -0.190 7.170 -0.166
H 0.601 6.308 1.149
H 4.040 3.980 -0.804
H 1.739 -7.651 3.907
H 5.769 -0.632 4.376
H 3.183 -5.283 2.968
H 1.874 7.796 -1.449
H 3.230 -1.312 4.719
H -6.059 1.689 -2.978
H -4.345 2.114 -3.152
H -1.703 -5.164 1.307
H -0.734 4.597 2.524
H -0.133 4.331 0.169
H 3.433 -2.081 3.117
H -0.800 -6.070 2.499
H -2.501 -4.208 -4.609
H 4.404 -6.945 1.535
H -1.838 -1.816 -3.883
H -3.709 3.244 -8.267
H 4.244 0.638 1.445
H 2.706 6.518 -0.555
H -2.342 6.080 0.389
H -3.605 4.879 -7.620
H -2.378 2.161 -2.266
H 3.474 -6.339 4.368
H -5.159 4.007 -4.300
H -0.308 -8.141 -0.459
H -4.424 0.191 0.078
H 5.104 1.458 3.536
H -6.492 -0.475 -1.902
H 2.584 -8.803 2.022
H -5.181 4.211 -8.076
H 0.277 0.720 -4.522
H -1.140 1.780 -4.493
H 2.319 6.283 -2.251
H -0.525 -5.839 -0.429
H 6.903 -5.055 4.375
H -4.247 5.043 3.382
H -2.918 -1.939 -2.486
H -0.420 -3.304 1.443
H -3.308 1.394 3.660
H -3.960 1.739 -0.649
H 6.087 -5.555 1.980
H 3.607 7.653 -4.047
H 6.674 -6.861 2.977
H -0.573 -3.819 -3.042
*
```

---

(3)
Here is a structure of composition C38H93InN4O5P in a non-equilibrium geometry from the OMol25 dataset. Energies are from ωB97M-V with the def2-TZVPD basis set.

For the calculated total energy, the calculation gives -71570.51044 eV. The calculation puts the strongest force on any atom at 2.278 eV/A.

```
! RIJCOSX wB97M-V def2-TZVPD def2/J DEFGRID3
* xyz -1 1
In -3.388 -0.699 -0.835
P -1.901 1.050 0.238
O 9.648 -6.433 7.087
O 5.467 -2.884 3.879
O -8.281 3.406 3.091
O -4.204 2.172 -3.022
O 1.786 -0.167 2.394
N -6.468 1.606 1.752
N 11.472 -8.226 5.767
N 6.160 -3.098 6.662
N -0.743 -1.143 3.352
C -6.886 0.647 3.947
C 2.907 -0.666 3.097
C 11.033 -9.187 7.960
C -6.974 3.188 3.606
C -1.134 1.869 -5.885
C 0.088 -1.987 2.488
C -5.167 0.092 -1.970
C 10.947 -6.647 7.618
C -1.821 0.617 -5.216
C 0.768 -3.053 3.344
C -6.334 1.851 3.190
C -2.051 -2.092 -1.991
C -4.249 -1.931 0.889
C 6.508 -4.178 5.732
C -4.858 0.910 -3.266
C 11.592 -7.983 7.209
C -0.318 6.359 -5.825
C -5.084 3.262 -3.227
C -9.314 2.766 3.814
C -0.709 7.018 -7.206
C -1.157 -0.768 -5.570
C -2.526 1.628 1.920
C -0.934 -1.556 -4.229
C -0.072 3.998 -4.701
C -3.222 5.945 -9.912
C 6.537 -2.502 3.033
C -2.192 6.717 -7.639
C 5.612 -4.160 4.480
C -2.279 5.557 -8.715
C 1.071 -1.149 1.651
C -4.525 4.461 -2.365
C -2.250 -2.091 -3.560
C -4.715 6.136 -9.452
C -1.486 2.484 -0.900
C 8.606 -7.075 7.801
C 7.999 -4.101 5.419
C -0.060 2.441 -4.889
C -0.509 4.813 -5.958
H 3.408 -1.472 2.554
H 6.963 -3.356 2.499
H -0.805 2.144 -1.713
H -3.179 5.119 -10.658
H -6.120 3.077 -2.873
H -0.260 1.994 -3.888
H 11.937 -7.471 5.268
H 0.956 2.069 -5.168
H 6.154 -2.231 6.129
H 7.689 -6.509 7.632
H -1.271 -0.500 2.767
H 0.978 4.296 -4.445
H -4.311 0.335 -4.042
H 0.754 6.608 -5.664
H 12.656 -7.916 7.455
H -1.957 2.580 -6.118
H 11.699 -10.045 7.847
H -0.689 1.573 -6.865
H -7.868 0.339 3.584
H -2.207 -3.131 -1.617
H 10.941 -8.977 9.029
H -0.219 -0.668 -6.171
H -9.104 2.734 4.887
H -7.450 1.721 1.513
H 6.333 -5.133 6.238
H 1.766 -1.785 1.086
H 3.615 0.156 3.229
H -1.858 -1.343 -6.226
H 6.148 -1.794 2.301
H -2.351 3.062 -1.283
H -2.820 6.896 -10.331
H 7.313 -1.989 3.606
H -0.996 6.787 -5.058
H 8.319 -3.093 5.151
H -6.362 3.996 3.194
H 0.034 -3.784 3.688
H -2.861 0.587 -5.630
H 8.265 -4.773 4.599
H -0.313 -0.918 -3.563
H -6.965 3.316 4.696
H -5.743 0.770 -1.293
H 1.240 -2.635 4.235
H 10.491 -8.110 5.521
H -3.178 -1.594 -3.911
H -0.619 8.126 -7.116
H -1.729 2.215 2.444
H -9.481 1.757 3.431
H 5.941 -4.899 3.738
H -0.071 4.416 -6.906
H 8.802 -7.106 8.876
H -5.847 -0.748 -2.272
H 1.530 -3.590 2.772
H -2.339 -3.165 -3.868
H -5.267 1.918 3.425
H -2.673 4.614 -8.265
H -0.114 -0.534 3.872
H -6.221 -0.210 3.826
H 11.562 -5.838 7.212
H 2.611 -1.006 4.092
H -0.870 3.209 -0.300
H 8.584 -4.396 6.290
H 0.490 -0.591 0.911
H -3.506 -1.871 1.723
H -5.018 3.588 -4.290
H 10.943 -6.518 8.708
H -2.731 7.624 -7.983
H -1.275 5.317 -9.132
H 8.445 -8.084 7.415
H -4.623 4.147 -1.298
H -4.457 -2.974 0.574
H 10.055 -9.496 7.587
H -3.468 2.214 1.838
H -0.309 -2.451 -4.474
H -5.022 5.322 -8.760
H -5.409 6.102 -10.322
H -0.040 6.615 -7.999
H -5.147 -1.372 1.231
H -5.123 5.384 -2.507
H -1.935 0.706 -4.116
H 5.191 -3.212 6.948
H -4.871 7.118 -8.953
H -1.611 4.649 -6.070
H 4.603 -4.453 4.783
H -0.674 4.309 -3.813
H -2.652 0.712 2.542
H -2.767 6.334 -6.759
H -10.233 3.333 3.658
H -0.987 -1.838 -1.750
H -0.570 -2.508 1.786
H -6.967 0.858 5.017
H -3.439 4.596 -2.546
H -5.851 1.168 -3.732
H -6.007 2.358 1.246
*
```

---

Number 1: HOMO level -10.076 eV, HOMO-LUMO gap 0.3787 hartree, LUMO level 0.23 eV. Number 2: HOMO level -9.457 eV, HOMO-LUMO gap 0.3618 hartree, LUMO level 0.39 eV. Number 3: HOMO level -3.356 eV, HOMO-LUMO gap 0.1905 hartree, LUMO level 1.83 eV.